{
  "formula": "C19H18N4O3S",
  "method": "wB97M-V/def2-TZVPD",
  "symbols": ["C", "O", "C", "C", "C", "C", "N", "C", "O", "C", "S", "C", "C", "C", "C", "C", "C", "C", "C", "N", "C", "N", "N", "C", "O", "C", "C", "H", "H", "H", "H", "H", "H", "H", "H", "H", "H", "H", "H", "H", "H", "H", "H", "H", "H"],
  "xyz": [[5.77, -2.01, 0.15], [4.96, -1.62, 1.23], [3.61, -1.76, 1.13], [2.86, -1.35, 2.23], [1.49, -1.46, 2.23], [0.83, -1.96, 1.12], [-0.56, -2.10, 1.03], [-1.50, -1.71, 1.92], [-1.31, -1.29, 3.03], [-2.94, -1.93, 1.43], [-3.18, -1.84, -0.36], [-2.53, -0.24, -0.68], [-2.53, 0.28, -1.98], [-1.99, 1.54, -2.14], [-1.48, 2.18, -0.99], [-0.87, 3.51, -1.03], [-0.80, 4.28, 0.13], [-0.22, 5.53, 0.07], [0.25, 5.99, -1.15], [0.21, 5.26, -2.26], [-0.33, 4.06, -2.20], [-1.54, 1.60, 0.20], [-2.05, 0.43, 0.36], [1.57, -2.37, 0.00], [0.84, -2.85, -1.06], [1.52, -3.30, -2.20], [2.96, -2.26, 0.01], [5.55, -1.43, -0.75], [6.79, -1.81, 0.46], [5.66, -3.08, -0.07], [3.39, -0.96, 3.09], [0.91, -1.14, 3.08], [-0.87, -2.47, 0.14], [-3.58, -1.20, 1.91], [-3.27, -2.94, 1.71], [-2.96, -0.28, -2.79], [-1.99, 2.02, -3.10], [-1.19, 3.87, 1.05], [-0.15, 6.15, 0.95], [0.69, 6.97, -1.25], [-0.31, 3.50, -3.13], [0.74, -3.65, -2.88], [2.09, -2.50, -2.68], [2.19, -4.14, -1.96], [3.52, -2.58, -0.85]],
  "charge": 0,
  "orbital_gap_ha": 0.2827,
  "smiles": "COc1ccc(NC(=O)CSc2ccc(-c3cccnc3)nn2)c(OC)c1",
  "spin_multiplicity": 1
}


{
  "formula": "C4H12",
  "method": "wB97M-V/def2-TZVPD",
  "symbols": ["C", "C", "H", "H", "H", "H", "H", "H", "C", "C", "H", "H", "H", "H", "H", "H"],
  "xyz": [[-0.51, -2.43, -0.64], [-0.43, -1.01, -1.25], [-0.47, -2.30, 0.44], [-1.49, -2.81, -0.95], [0.31, -3.11, -0.88], [-0.64, -1.05, -2.32], [0.51, -0.56, -0.94], [-1.22, -0.38, -0.84], [1.21, 1.43, 0.93], [-0.24, 1.99, 0.98], [1.62, 1.24, 1.92], [1.26, 0.43, 0.49], [1.65, 2.00, 0.11], [-0.94, 1.45, 1.61], [-0.22, 2.97, 1.46], [-0.57, 2.12, -0.04]],
  "charge": 0,
  "orbital_gap_ha": 0.4546,
  "smiles": "CC.CC",
  "spin_multiplicity": 1
}


So what do the calculations give for E_HOMO? Going down the list: -7.6063, -11.2330 eV.
So what do the calculations give for max |F|? Going down the list: 1.31, 2.24 eV/A.
So what do the calculations give for energy relative to the best compared isomer or geometry (same formula, charge and spin)? Going down the list: 258.3, 58.1 kJ/mol.